{
  "formula": "C5H10NO",
  "method": "ωB97M-V/def2-TZVPD",
  "elements": ["C", "C", "C", "C", "C", "N", "O", "H", "H", "H", "H", "H", "H", "H", "H", "H", "H"],
  "coordinates": [[2.22125, -3.49784, 0.00198], [1.48751, -2.45187, 0.06125], [-1.25162, 3.00098, -0.25959], [-1.35985, 1.53311, -0.58221], [0.70834, -1.43030, 0.31316], [-1.58583, 0.59561, 0.27054], [0.92504, -0.04506, 0.07488], [2.05078, -4.35871, -0.59928], [-1.50098, 3.24565, 0.78622], [-0.15498, 3.17712, -0.39324], [-1.72717, 3.71297, -0.94572], [3.03070, -3.65191, 0.71188], [-1.18800, 1.32941, -1.61898], [-0.27081, -1.69637, 0.81129], [-1.63027, 0.87005, 1.33036], [-1.56422, -0.41279, 0.12529], [1.81009, 0.07993, -0.08784]],
  "forces_ev_per_angstrom": [[1.02, -1.14, 0.80], [-0.85, 1.76, -0.02], [0.96, -0.62, 0.81], [-0.53, 0.96, 0.54], [-0.64, -0.10, 0.53], [-0.23, 1.73, 2.66], [-3.42, -1.87, 0.40], [-0.04, -0.14, -1.12], [0.02, -0.16, -0.46], [-0.53, 0.02, 0.14], [-0.15, -0.67, -0.03], [-0.22, 0.12, 0.26], [-0.06, -0.81, -0.42], [1.28, 0.76, -0.22], [-0.08, -0.63, -2.64], [0.07, 0.43, -0.61], [3.42, 0.36, -0.61]],
  "lowdin_charge": [0.045, -0.084, -0.008, -0.077, -0.180, 0.198, -0.033, 0.068, 0.099, 0.122, 0.107, 0.084, 0.146, 0.120, 0.216, 0.120, 0.057],
  "total_charge": 1,
  "homo_lumo_gap_ev": 7.90
}


{
  "formula": "C5H10NO",
  "method": "ωB97M-V/def2-TZVPD",
  "elements": ["C", "C", "N", "O", "C", "C", "C", "H", "H", "H", "H", "H", "H", "H", "H", "H", "H"],
  "coordinates": [[2.88703, 0.22972, -0.10977], [1.57721, 0.56094, -0.04652], [0.36096, -0.22928, 0.03801], [0.65459, -1.66806, 0.05635], [-0.94025, -0.00824, -0.02119], [-1.85712, -1.16070, 0.06715], [-1.35525, 1.41790, 0.06943], [3.70877, 1.01722, -0.28202], [3.21930, -0.81964, 0.04202], [1.24731, 1.57281, 0.21438], [1.22063, -2.00331, -0.59726], [-1.33764, -2.04410, -0.26491], [-2.70208, -0.96014, -0.59254], [-2.14545, -1.14160, 1.11667], [-0.60598, 2.10337, -0.15970], [-1.70370, 1.61016, 1.00719], [-2.22835, 1.52295, -0.53729]],
  "forces_ev_per_angstrom": [[-0.50, -0.27, 0.04], [-0.25, 1.81, 1.02], [1.50, -4.27, -1.44], [-2.08, 2.01, 3.02], [2.57, 0.96, 0.84], [-0.02, 0.95, -0.94], [-0.42, -2.01, -1.91], [-1.73, -1.21, 0.63], [-0.22, 0.81, -0.59], [0.65, -0.03, -0.90], [1.65, 0.31, -2.23], [-0.32, -0.34, 0.41], [-0.24, -0.01, 0.34], [-0.35, -0.55, 0.10], [1.07, 1.08, -0.61], [-0.87, 0.43, 2.98], [-0.46, 0.35, -0.75]],
  "lowdin_charge": [0.100, -0.088, 0.005, 0.040, -0.179, 0.044, 0.048, 0.121, 0.085, 0.115, 0.097, 0.092, 0.116, 0.133, 0.071, 0.089, 0.111],
  "smiles": "C=C[N+](O)=C(C)C",
  "total_charge": 1,
  "homo_lumo_gap_ev": 9.74
}


{
  "formula": "C5H10NO",
  "method": "ωB97M-V/def2-TZVPD",
  "elements": ["O", "C", "C", "C", "C", "C", "N", "H", "H", "H", "H", "H", "H", "H", "H", "H", "H"],
  "coordinates": [[-2.53036, 1.17652, 1.77088], [-2.34037, 1.46692, 0.62387], [-1.05820, 1.15155, -0.09476], [-0.20811, 0.06155, 0.57500], [0.75253, -0.66057, -0.45506], [1.53249, -1.50522, 0.29776], [0.75368, -0.37268, -1.77273], [-2.79169, 2.43557, 0.30088], [-0.53991, 2.09865, 0.11790], [-1.08160, 1.14623, -1.18216], [0.41461, 0.61344, 1.29403], [-0.48686, -0.86728, 1.05291], [1.95903, -0.87930, 1.07847], [2.27327, -2.57830, 0.17225], [2.05493, -3.08834, 0.73259], [1.39469, 0.27478, -2.20511], [-0.09813, -0.47351, -2.30671]],
  "forces_ev_per_angstrom": [[-0.35, -1.28, 0.00], [0.77, 2.44, 1.09], [0.21, -0.31, 0.19], [1.86, -0.20, -0.74], [1.18, -0.28, -0.53], [-1.04, 2.27, 1.96], [-1.01, -1.12, -1.35], [-0.55, -0.75, -0.80], [0.03, -0.06, -0.16], [-0.44, -0.39, 0.05], [-0.01, -0.47, 0.11], [-1.89, 0.82, 0.49], [0.14, -1.61, 1.15], [1.39, 0.55, -2.07], [-0.70, 0.45, 0.08], [0.56, -0.38, 0.33], [-0.15, 0.33, 0.21]],
  "lowdin_charge": [0.083, -0.252, -0.131, -0.086, -0.307, 0.105, 0.120, 0.140, 0.138, 0.107, 0.142, 0.121, 0.110, 0.128, 0.324, 0.138, 0.121],
  "total_charge": 1,
  "homo_lumo_gap_ev": 6.15
}


{
  "formula": "C5H10NO",
  "method": "ωB97M-V/def2-TZVPD",
  "elements": ["C", "C", "C", "C", "C", "N", "O", "H", "H", "H", "H", "H", "H", "H", "H", "H", "H"],
  "coordinates": [[0.34181, 2.34423, -0.43149], [-3.27943, 0.43063, 0.84061], [0.41086, 1.16002, -0.21817], [1.39556, -0.70212, -1.43663], [0.87326, -0.77742, 0.90317], [0.50862, -0.25315, -0.38102], [-2.17893, -0.03303, 0.82658], [0.10809, 3.33439, -0.35972], [-3.93703, 0.39050, 1.71392], [-3.78162, 0.87208, -0.08937], [2.43468, -0.61514, -1.27860], [1.23328, -1.80036, -1.53684], [1.24981, -0.39738, -2.51334], [1.76348, -0.17940, 1.23263], [0.10544, -0.51748, 1.62355], [1.07728, -1.85658, 0.70314], [-0.53299, -0.55098, -0.52350]],
  "forces_ev_per_angstrom": [[0.06, -3.17, 0.84], [-1.73, 0.44, -1.29], [0.15, 0.87, -1.75], [-0.34, -2.64, -3.41], [2.01, -0.88, 1.71], [-3.26, 2.26, -0.64], [1.00, -0.28, -0.13], [-0.16, 2.19, -0.11], [0.15, 0.05, 0.38], [0.75, -0.33, 0.86], [1.02, 0.71, 1.04], [0.02, 0.59, 0.40], [-0.63, 0.64, 1.54], [-0.40, -1.10, -0.30], [-0.29, -0.58, -0.06], [-0.15, 0.80, 1.03], [1.81, 0.43, -0.10]],
  "lowdin_charge": [0.236, -0.083, -0.099, -0.004, -0.014, -0.217, -0.022, 0.038, 0.093, 0.114, 0.101, 0.124, 0.142, 0.140, 0.102, 0.134, 0.215],
  "total_charge": 1,
  "homo_lumo_gap_ev": 11.12
}


{
  "formula": "C5H10NO2",
  "method": "ωB97M-V/def2-TZVPD",
  "elements": ["C", "N", "C", "C", "C", "C", "O", "O", "H", "H", "H", "H", "H", "H", "H", "H", "H", "H"],
  "coordinates": [[-0.56878, -0.16516, 0.61227], [0.28939, -1.05622, 0.82869], [-1.48672, -0.40897, -0.60564], [-2.39661, 0.73684, -1.03239], [1.61240, -0.53926, 1.23001], [2.49919, -0.29290, -0.00447], [3.77116, -0.12313, 0.29349], [-0.82935, 1.00377, 1.21200], [-0.02355, 1.06352, 0.48674], [-0.86080, -0.68206, -1.45618], [-2.04521, -1.33255, -0.43312], [-3.19580, 0.82492, -0.29008], [-1.91206, 1.69762, -1.11495], [-2.90805, 0.50363, -1.96870], [2.13981, -1.20728, 1.90437], [1.52357, 0.45532, 1.68423], [2.37850, -1.07429, -0.79288], [2.01291, 0.59621, -0.55341]],
  "forces_ev_per_angstrom": [[-3.20, -5.19, -1.85], [1.51, 0.62, -0.33], [-0.14, -0.40, -0.36], [-0.96, -0.66, 0.64], [-0.43, -0.03, 0.82], [0.63, -0.20, -1.13], [0.37, 0.44, 0.42], [3.00, 1.93, -1.24], [-0.64, 3.30, 1.84], [0.35, 0.10, 0.18], [-0.26, 0.12, 0.15], [0.04, 0.33, 0.00], [0.29, 0.18, -0.05], [0.20, 0.00, -0.12], [-0.02, -0.12, 0.03], [0.15, -0.23, 0.50], [-0.58, -0.45, 0.26], [-0.33, 0.26, 0.24]],
  "lowdin_charge": [-0.577, 0.086, -0.179, -0.123, -0.231, -0.591, -0.330, 0.033, 0.168, 0.102, 0.104, 0.067, 0.062, 0.062, 0.096, 0.094, 0.079, 0.078],
  "total_charge": -1,
  "homo_lumo_gap_ev": 5.94
}


{
  "formula": "C5H10NO2",
  "method": "ωB97M-V/def2-TZVPD",
  "elements": ["O", "C", "O", "C", "C", "C", "C", "N", "H", "H", "H", "H", "H", "H", "H", "H", "H", "H"],
  "coordinates": [[-2.80426, 0.15457, -0.55312], [-1.84905, -0.08524, 0.22690], [-1.70244, 0.14023, 1.49131], [-0.68814, -0.85145, -0.48598], [0.48129, -1.38448, 0.41032], [1.40388, -0.21508, 0.75673], [2.18984, 0.38501, -0.50058], [2.66597, 1.66640, -0.52800], [-0.28624, -0.16073, -1.27382], [-1.12471, -1.69974, -0.91992], [0.98090, -2.19986, -0.05441], [-0.12038, -1.94808, 1.19195], [0.79392, 0.68738, 1.20210], [2.13004, -0.37867, 1.48123], [0.92428, 1.61040, -2.56838], [2.64056, -0.41849, -1.20445], [0.84565, 2.09450, -3.20139], [1.38087, 1.29749, -0.90680]],
  "forces_ev_per_angstrom": [[0.56, 0.16, 0.89], [0.03, -0.05, 1.53], [-0.45, -0.24, -2.44], [1.70, 1.15, 0.65], [-2.34, 0.69, 0.40], [-2.20, 2.42, -1.07], [1.40, 0.90, 1.27], [-2.50, -3.07, -0.56], [-0.42, -0.69, 0.28], [-0.78, -1.02, -1.12], [0.89, -0.51, -0.94], [1.21, 1.31, 0.11], [0.85, -1.83, -0.92], [1.59, -0.72, 1.29], [-0.27, 1.18, -1.78], [-0.83, 0.92, 0.56], [0.12, -1.09, 1.41], [1.43, 0.48, 0.43]],
  "lowdin_charge": [-0.098, -0.702, -0.124, -0.151, -0.226, -0.193, -0.378, 0.019, 0.084, 0.074, 0.068, 0.125, 0.143, 0.062, 0.009, 0.121, 0.062, 0.104],
  "total_charge": -1,
  "homo_lumo_gap_ev": 7.81
}


Energy above the lowest of the compared OMol25 structures with the same formula, charge and spin / kJ/mol: 350.5, 386.2, 862.6, 456.0, 504.8, 564.4
Energy / Ha: -326.1483, -326.1347, -325.9533, -326.1081, -401.6345, -401.6119
HOMO energy / eV: -12.439, -14.548, -13.249, -14.220, -2.503, -4.296